The following is a DFT calculation (ωB97M-V/def2-TZVPD) of 8 unconnected molecules or ions with the total composition C46H64NO18PS.

```
131
Properties=species:S:1:pos:R:3:forces:R:3
C 3.61321 -0.19424 3.66144 1.1 0.8 0.0
C 4.60646 0.58772 2.59145 -0.5 -1.0 -0.3
C 4.08084 0.33956 1.06877 -0.4 1.0 0.5
C 3.16761 1.64039 0.60251 1.6 -1.0 -0.5
N 1.86932 1.09636 0.06982 -1.1 1.7 1.3
C 0.82384 0.94697 1.12562 -3.3 -1.1 2.4
C 0.44641 2.03958 2.24424 -1.7 -2.6 0.4
C -0.70466 1.81806 3.37367 0.5 -3.6 -3.6
P -1.10295 3.11191 4.73274 0.3 -3.4 -1.5
S -1.92562 2.27461 6.33720 -0.8 -2.0 -0.8
C -1.53001 0.43551 3.37715 2.6 0.2 -2.9
C -1.20056 -0.68904 2.29145 1.8 2.4 -0.2
C -0.04293 -0.42911 1.17307 -0.4 1.6 1.6
C 0.22198 -1.64326 0.09198 0.4 0.6 -2.7
O 0.48749 -1.44082 -1.16465 -1.2 -1.1 6.4
C 0.07164 -3.15500 0.73093 -2.8 0.3 2.7
C -0.97470 -3.38906 1.75015 2.6 1.5 -2.5
C -1.95139 -2.15339 2.23452 -3.1 -0.2 0.5
O -3.21594 -2.32338 2.51753 6.9 0.8 -1.3
H 3.02955 -1.05890 3.15881 1.0 1.4 0.7
H 2.84898 0.57519 4.09212 1.3 -1.5 -0.7
H 4.30640 -0.63006 4.49503 -1.8 1.1 -1.6
H 4.60135 1.72251 2.84242 0.2 -2.0 -0.5
H 5.68985 0.17557 2.67322 -1.9 0.8 0.1
H 3.39152 -0.60005 1.03057 1.3 1.7 0.1
H 4.94608 0.19274 0.30872 -1.4 0.3 1.4
H 3.76509 2.12685 -0.28598 -1.5 -0.7 1.7
H 3.06186 2.41994 1.45384 0.1 -1.4 -1.4
H 1.54346 1.77929 -0.65184 -0.1 -0.9 0.9
H 1.04081 3.04394 2.29064 -1.2 -2.1 -0.2
H -2.03271 4.05594 4.17885 1.0 -0.3 -0.2
H 0.12401 3.73643 5.14767 0.9 -2.2 -3.5
H -2.34982 0.24763 4.17409 1.7 0.4 -1.5
H 0.77439 -4.04162 0.43104 -1.4 2.0 0.3
H -1.05614 -4.45035 2.21364 -0.2 2.2 -0.9
O -2.40079 2.76063 -5.31565 0.1 -0.9 0.9
C -2.08038 1.69495 -4.83258 -0.2 1.2 -0.6
O -2.01472 1.45011 -3.49322 -0.5 0.3 -0.9
C -1.49956 0.13322 -3.28044 0.3 -0.6 0.6
C -1.76638 -0.61093 -4.56454 0.0 -0.8 -0.2
C -1.65719 0.47869 -5.60459 -0.2 -0.4 0.0
H -0.43066 0.20862 -3.05764 -0.1 0.0 0.1
H -2.00672 -0.32720 -2.42924 0.1 0.3 0.0
H -1.08010 -1.44447 -4.72963 -0.1 0.1 0.1
H -2.78695 -1.01013 -4.55685 0.1 0.0 0.0
H -0.62762 0.61311 -5.94651 -0.1 0.1 -0.1
H -2.32438 0.29617 -6.44862 0.3 0.3 -0.1
O 2.84108 -5.58626 1.26335 -0.2 0.0 -1.3
C 3.20835 -5.80300 0.12813 -0.4 0.0 1.3
O 2.37575 -5.84879 -0.94982 0.1 0.2 0.8
C 3.12261 -6.23349 -2.10634 -0.1 -0.1 -0.7
C 4.55610 -5.89124 -1.78573 0.7 0.1 -0.4
C 4.61818 -6.10309 -0.29135 0.3 0.3 -0.3
H 2.97854 -7.30551 -2.27419 0.0 0.1 0.0
H 2.75757 -5.68649 -2.97900 -0.2 -0.1 0.2
H 5.27741 -6.49237 -2.34388 -0.1 0.1 0.0
H 4.74591 -4.83666 -2.01511 0.0 -0.2 0.0
H 4.85350 -7.13968 -0.03639 0.0 0.1 0.1
H 5.32390 -5.41865 0.18234 -0.2 -0.3 0.2
O 4.24877 -2.08112 5.77748 -0.2 -1.8 0.1
C 3.63434 -3.09686 5.53065 0.7 1.3 0.1
O 4.20250 -4.23978 5.05282 0.1 0.7 0.3
C 3.17550 -5.19438 4.77244 -0.2 -0.6 -0.4
C 1.99823 -4.77141 5.61464 -0.6 -0.4 0.3
C 2.14832 -3.26918 5.65752 -0.3 -0.3 0.3
H 2.95247 -5.16296 3.70130 0.1 0.0 0.1
H 3.52399 -6.19705 5.03235 0.2 0.2 -0.1
H 1.03897 -5.10460 5.21195 0.1 0.0 0.0
H 2.09993 -5.17974 6.62660 0.0 0.0 -0.1
H 1.65913 -2.78668 4.80714 0.1 0.1 0.1
H 1.78329 -2.85577 6.59918 0.1 0.3 -0.3
O -3.47821 2.42224 9.31991 -0.3 -1.5 -0.2
C -4.07860 1.39733 9.06991 0.9 1.5 0.0
O -3.49420 0.26081 8.59233 0.0 0.6 0.4
C -4.50790 -0.70590 8.30940 0.0 -0.5 -0.3
C -5.69281 -0.29844 9.14870 -0.7 -0.4 0.3
C -5.56265 1.20516 9.19312 -0.3 -0.3 0.3
H -4.72792 -0.67707 7.23750 0.1 0.0 0.1
H -4.14739 -1.70404 8.57014 0.2 0.2 -0.1
H -6.64666 -0.64388 8.74342 0.1 0.0 0.0
H -5.58823 -0.70596 10.16064 0.0 0.0 -0.1
H -6.05598 1.68175 8.34204 0.1 0.1 0.1
H -5.93550 1.61263 10.13432 0.1 0.3 -0.3
O 1.38033 6.29522 -1.31160 -0.8 -1.1 -0.4
C 0.76403 5.53652 -2.02908 1.1 1.0 0.8
O 0.35620 4.29054 -1.65554 0.4 0.7 0.2
C -0.24242 3.63415 -2.77640 -0.5 -0.5 0.0
C -0.66862 4.74350 -3.70529 -0.4 0.1 -0.7
C 0.38036 5.80196 -3.45627 -0.5 0.0 -0.2
H 0.50199 2.97273 -3.23229 0.0 0.0 0.0
H -1.09034 3.03440 -2.44151 0.4 0.2 0.2
H -0.73485 4.42931 -4.74874 -0.1 0.0 0.2
H -1.65141 5.12271 -3.40380 0.1 -0.1 -0.1
H 1.25778 5.66348 -4.09343 0.0 0.1 0.1
H -0.02782 6.80721 -3.57340 0.4 0.0 0.0
O -2.26793 -0.41586 -9.30032 -1.3 -0.2 0.5
C -3.45431 -0.21780 -9.13561 1.4 -0.3 -0.5
O -4.29987 -1.09075 -8.51852 0.8 0.2 -0.1
C -5.63585 -0.58844 -8.59743 -0.7 -0.2 0.2
C -5.48992 0.89666 -8.81640 -0.5 0.6 0.1
C -4.21098 0.98701 -9.61506 -0.2 0.4 0.2
H -6.14623 -1.08338 -9.42973 0.1 0.0 0.1
H -6.16926 -0.81405 -7.67080 0.2 -0.2 -0.1
H -6.35143 1.34480 -9.31655 0.1 -0.1 0.1
H -5.35765 1.40241 -7.85326 -0.1 -0.1 -0.1
H -4.39347 0.89001 -10.68848 0.2 0.0 0.0
H -3.66571 1.90680 -9.39694 0.1 -0.2 -0.3
O 2.54232 -4.50043 -11.53865 -0.7 0.9 0.9
C 1.90030 -3.56751 -11.10619 0.7 -1.4 -0.7
O 1.43842 -3.48317 -9.82641 0.5 -0.3 -0.5
C 0.63280 -2.30968 -9.69249 -0.5 0.3 0.4
C 1.07182 -1.39616 -10.80914 -0.1 0.8 -0.2
C 1.45909 -2.36980 -11.89720 0.1 0.5 0.0
H -0.41964 -2.59684 -9.77992 0.1 0.1 0.0
H 0.79671 -1.86077 -8.70980 0.0 -0.3 -0.1
H 0.30007 -0.68488 -11.11182 0.0 -0.1 0.2
H 1.95357 -0.82530 -10.49658 -0.1 -0.1 0.0
H 0.60359 -2.64765 -12.51831 0.1 -0.1 -0.1
H 2.27341 -1.98229 -12.51166 -0.2 -0.3 -0.1
O -0.71810 4.40476 6.12603 0.1 7.4 4.7
C -0.16244 5.20828 6.85299 -0.1 -0.1 0.1
O 0.73921 6.13172 6.42215 -0.9 -0.9 -0.4
C 1.27155 6.83195 7.54969 0.6 0.6 0.4
C 0.24726 6.66036 8.64298 -0.1 0.4 0.6
C -0.32960 5.29742 8.34127 -0.2 0.1 0.2
H 2.23752 6.38895 7.81139 -0.1 0.0 -0.1
H 1.42244 7.88312 7.29259 0.0 -0.3 -0.2
H 0.67026 6.74481 9.64638 0.0 0.0 -0.2
H -0.53511 7.42085 8.54111 0.1 -0.1 0.0
H 0.24635 4.49738 8.81396 -0.2 -0.1 -0.1
H -1.38193 5.23467 8.62366 0.2 -0.5 -0.1
```
Forces are in eV/Å.

Values from the calculation:
Frontier orbital gap (eV): 6.001
Charge: 0

The following is a DFT calculation (ωB97M-V/def2-TZVPD) of a molecular structure, C46H67BrCoN8OPS.

```
126
Properties=species:S:1:pos:R:3:forces:R:3
Co -0.52506 0.33386 0.18938 -0.9 -0.9 -1.0
N -6.36281 5.62640 -6.36891 0.0 0.0 0.0
C -5.71977 4.99220 -5.65853 -0.2 0.1 -0.2
C -4.92841 4.21703 -4.75053 0.1 -0.2 0.2
C -3.90763 3.39520 -5.22186 0.0 0.0 -0.1
C -3.14395 2.66508 -4.32782 0.0 -0.1 0.1
C -3.38814 2.74963 -2.96234 -0.1 0.1 0.0
C -4.41698 3.56357 -2.49678 0.0 -0.1 0.0
C -5.18979 4.29130 -3.38174 0.0 0.0 -0.1
C -2.53706 2.01239 -1.98715 0.2 0.0 0.1
C -1.50848 2.74544 -1.39335 0.0 0.1 -0.1
C -1.20930 4.11770 -1.62800 0.0 0.0 0.0
C -0.18309 4.45046 -0.77554 0.1 0.1 0.0
C 0.11553 3.27623 -0.05399 -0.1 0.0 0.0
N -0.65779 2.25817 -0.41281 0.2 0.1 0.1
C -2.86531 0.68770 -1.72774 -0.3 0.0 -0.1
C -3.96775 -0.01394 -2.29172 0.1 -0.1 0.0
C -3.95507 -1.27532 -1.74641 0.0 0.0 0.0
C -2.85190 -1.31099 -0.86570 0.0 -0.1 0.1
N -2.20345 -0.15563 -0.84898 0.8 0.4 0.4
H -3.71240 3.33670 -6.28392 0.0 0.0 0.0
H -2.34773 2.02224 -4.68230 0.0 0.0 0.0
H -4.60927 3.62060 -1.43257 0.0 0.0 0.0
H -5.99124 4.92517 -3.02783 0.0 0.0 0.0
H -1.70090 4.75838 -2.34237 0.0 0.0 0.0
H 0.31015 5.40227 -0.66139 0.0 0.0 0.0
H 0.85736 3.16284 0.71741 0.0 0.0 0.0
H -4.66522 0.37702 -3.01526 0.0 0.0 0.0
H -4.63760 -2.08710 -1.93888 0.0 0.0 0.0
H -2.52215 -2.15757 -0.28309 0.1 0.0 0.1
O -5.86052 0.61219 3.70286 -0.1 -0.1 0.1
C -4.71394 0.68566 3.02006 0.3 0.0 -0.2
C -4.34846 1.76739 2.21875 -0.1 0.0 0.1
C -3.12193 1.74451 1.58987 0.0 0.1 -0.1
N -2.27266 0.72145 1.68695 0.7 -0.4 0.0
C -2.65083 -0.30437 2.43077 -0.1 0.2 0.1
Br -1.39501 -1.71329 2.51803 -0.1 -0.2 0.0
C -3.83181 -0.39045 3.12799 -0.1 0.0 0.1
H -6.39740 1.40335 3.58428 0.0 0.1 0.0
H -5.01096 2.61389 2.08982 0.0 0.0 0.0
H -2.79226 2.57194 0.97177 0.0 0.0 0.0
H -4.07675 -1.24487 3.74110 0.0 0.0 0.0
C -2.31514 -6.33930 1.11831 0.1 0.0 -0.1
N -1.50043 -5.26815 0.57401 -0.3 -0.3 0.1
C -1.20089 -5.10911 -0.72600 0.0 0.0 -0.2
S -0.33760 -3.75762 -1.23819 0.1 0.1 -0.1
N -1.62648 -6.06485 -1.56821 0.1 0.0 0.1
C -1.30123 -6.09597 -2.98444 0.0 0.0 0.0
H -2.46396 -6.15393 2.17786 0.0 0.0 0.0
H -1.82267 -7.30886 1.00904 0.0 0.0 0.0
H -3.29410 -6.38021 0.63409 0.0 0.0 0.0
H -1.21730 -4.51962 1.17598 0.1 0.1 0.0
H -2.02768 -6.90050 -1.17585 0.0 0.0 0.0
H -1.36062 -5.08949 -3.38645 0.0 0.0 0.0
H -2.01832 -6.73221 -3.49829 0.0 0.0 0.0
H -0.29122 -6.47326 -3.15306 0.0 0.0 0.0
C -0.37233 -0.95956 -5.10234 0.0 0.0 0.1
C 0.61783 -0.67687 -3.97673 0.2 -0.1 0.0
C 1.63346 -1.82318 -3.85278 -0.1 0.1 0.0
C 1.34046 0.64224 -4.25578 -0.1 0.0 0.0
N -0.21715 -0.51105 -2.77204 -0.1 0.1 -0.2
N 0.51957 -0.33198 -1.57011 -0.2 0.0 0.9
H 0.14170 -1.00624 -6.06170 0.0 0.0 0.0
H -1.12105 -0.16704 -5.14209 0.0 0.0 0.0
H -0.88475 -1.91140 -4.94110 0.0 0.0 0.0
H 2.00599 -2.10553 -4.83814 0.1 0.0 0.0
H 1.17080 -2.70051 -3.39795 0.0 -0.1 -0.1
H 2.49547 -1.53228 -3.24665 0.0 0.0 0.0
H 1.80682 0.60796 -5.24043 0.0 0.0 0.0
H 2.13584 0.84216 -3.53186 0.0 0.0 0.0
H 0.63180 1.47280 -4.23400 0.0 0.0 0.0
H -0.81897 -1.31868 -2.64446 0.0 0.0 0.1
H 1.14169 0.44778 -1.73982 0.0 0.1 0.1
H 1.09166 -1.14766 -1.34277 0.1 0.1 -0.2
C 5.63971 1.99872 0.20744 -0.1 0.0 -0.1
C 4.83308 1.36626 -0.92526 0.0 0.0 0.1
C 3.67771 0.49751 -0.38356 0.1 0.0 0.1
C 3.23999 0.94760 1.02131 -0.4 -0.1 -0.2
C 3.28382 2.47720 1.04844 0.2 0.0 0.1
C 4.75463 2.92465 1.06273 0.0 -0.1 -0.1
P 1.62558 0.18727 1.56954 0.1 0.2 0.5
C 1.34965 0.88294 3.29641 -0.1 0.1 -0.2
C 2.59484 1.26926 4.14065 0.0 0.1 0.1
C 2.37420 2.56504 4.92718 -0.1 -0.1 0.1
C 1.04680 2.51754 5.68167 0.0 0.0 -0.1
C -0.14356 2.31814 4.71216 0.1 0.0 0.0
C 0.33714 2.03558 3.28931 0.0 -0.1 0.1
C 2.09209 -1.56692 2.02412 -0.1 0.1 -0.3
C 3.19041 -1.70507 3.09530 0.0 -0.1 0.0
C 3.79109 -3.12154 3.10484 -0.2 0.0 0.1
C 2.72010 -4.14750 2.74613 0.1 0.1 -0.1
C 2.30787 -3.95952 1.27705 0.0 0.0 0.1
C 2.39841 -2.48704 0.83964 0.0 -0.1 0.1
H 6.47274 2.56424 -0.21036 0.1 0.0 0.1
H 6.07558 1.20598 0.82119 0.0 0.0 0.0
H 5.48234 0.75496 -1.55275 0.0 0.0 -0.1
H 4.43522 2.16203 -1.56000 0.0 0.0 0.0
H 3.96820 -0.55317 -0.36766 0.0 0.1 0.0
H 2.83257 0.58890 -1.06526 0.0 0.0 0.0
H 3.98149 0.58762 1.73589 0.0 -0.1 0.0
H 2.76649 2.90208 1.91070 0.0 0.0 0.0
H 2.79664 2.86139 0.14980 0.0 0.0 0.0
H 5.12726 2.93506 2.08994 0.0 0.0 0.0
H 4.81902 3.94883 0.69130 0.0 0.0 0.0
H 0.85039 0.04706 3.80217 0.0 0.0 -0.1
H 3.49797 1.36802 3.53851 0.0 0.0 0.0
H 2.79344 0.47969 4.86676 0.0 0.0 -0.1
H 2.38533 3.43098 4.26052 0.1 0.0 0.0
H 3.19818 2.70278 5.62933 0.0 0.0 0.0
H 0.91729 3.43461 6.25694 0.0 0.0 0.0
H 1.08306 1.69823 6.40396 0.0 0.0 0.0
H -0.78730 3.20013 4.70370 0.0 0.0 0.0
H -0.76402 1.48037 5.04403 0.0 0.0 0.0
H 0.78598 2.93865 2.87394 0.0 0.0 -0.1
H -0.50412 1.78215 2.65175 0.0 0.1 0.0
H 1.15444 -1.92889 2.46012 0.2 0.0 0.0
H 2.75756 -1.50209 4.07554 0.0 0.0 0.0
H 3.99495 -0.98521 2.94187 0.0 0.1 0.0
H 4.21198 -3.32334 4.09025 0.1 0.0 0.0
H 4.60366 -3.19691 2.37795 0.1 0.0 0.0
H 1.85974 -4.01186 3.40910 0.0 0.0 0.0
H 3.08781 -5.16166 2.90447 -0.1 0.0 0.0
H 1.29201 -4.33048 1.11844 0.0 0.0 -0.1
H 2.96466 -4.55426 0.63962 -0.1 0.0 0.0
H 1.69875 -2.32212 0.01948 0.0 -0.1 0.0
H 3.40364 -2.28614 0.46411 0.0 0.0 0.0
```
Forces are in eV/Å.

Values from the calculation:
Relative energy (zero: lowest compared OMol25 entry of this formula, charge and spin) (kcal per mole): 5.0
Frontier orbital gap (spin up / spin down) (eV): 6.921 / 6.926
Multiplicity: 2
Charge: +1